# 1
A molecular structure, C5H13N2O, computed with ωB97M-V/def2-TZVPD.

```
21
Properties=species:S:1:pos:R:3
C -2.0668 -0.8705 -1.1693
O -2.1370 -0.1745 -2.2727
C -0.6148 -1.1583 -0.6504
C 0.0595 0.2754 -0.4344
C 1.3257 0.3977 0.3434
C 1.0381 0.8190 1.7932
N 0.3461 2.3009 1.7918
N 0.0800 -1.9675 -1.6998
H -2.8001 -0.4521 -0.2368
H -2.6529 -1.7681 -1.2205
H -0.7844 -1.7916 0.2692
H -0.0012 0.8086 -1.3908
H -0.5906 0.9004 0.2332
H 1.9040 -0.5679 0.2135
H 1.9111 1.1846 -0.1624
H 1.8667 0.4236 2.3495
H 0.2594 0.4028 2.3328
H 0.6317 2.8096 2.6562
H 1.5361 1.8896 1.7241
H 0.9974 -1.7635 -1.8499
H -0.3078 -1.6981 -2.6197
```

Output
Lowest unoccupied orbital energy   3.37 eV
Energy above the lowest of the compared OMol25 structures with the same formula, charge and spin   136.7 kcal per mole
DFT total energy   -10417.770 eV
Charge   -1

=====

# 2
A molecular structure, C4H3FeO6, computed with ωB97M-V/def2-TZVPD.

```
14
Properties=species:S:1:pos:R:3
O -1.2056 -0.4016 0.1822
C -0.1034 -0.3348 -0.4130
O 2.2282 -1.0748 -0.3108
C 2.8416 0.0662 -0.1316
C 0.9267 -1.2297 0.2768
O 2.4030 0.9557 0.6617
O 3.9250 0.2736 -0.7605
H 0.9820 -1.0386 1.3589
H 0.6638 -2.2844 0.1106
Fe 3.9083 2.0162 0.1249
O -4.3386 0.3719 0.5000
C -3.4493 0.5982 -0.4559
O -3.6004 1.2730 -1.4349
H -5.1813 0.8091 0.2917
```

Output
Lowest unoccupied orbital energy (alpha / beta)   -6.94 / -6.96 eV
Spin multiplicity   7
Energy above the lowest of the compared OMol25 structures with the same formula, charge and spin   9.0 kcal per mole
DFT total energy   -50855.989 eV
Charge   +1

=====

# 3
3 unconnected molecules or ions with the total composition C24H28F7N3O7PS2, computed with ωB97M-V/def2-TZVPD.

```
72
Properties=species:S:1:pos:R:3
C -0.5840 -3.2103 0.1808
C -1.8595 -2.4219 0.4701
C -2.3195 -2.7057 1.9001
C -2.8554 -2.7598 -0.6451
C -4.1367 -1.8899 -0.7299
P -4.5324 -1.6320 -2.5599
S -3.8861 0.0005 -3.3674
S -5.4575 -2.9848 -0.0896
O -5.8143 -3.8706 -1.1588
O -5.1341 -3.4977 1.2026
C -6.9350 -1.8632 0.2041
F -6.7909 -1.2917 1.3959
F -6.9473 -0.8993 -0.7349
C -8.3007 -2.6255 0.1954
F -8.1058 -3.8783 0.6145
F -9.1109 -2.0122 1.0640
C -9.0436 -2.6518 -1.1739
F -8.2046 -2.9206 -2.1780
F -9.6166 -1.4688 -1.4037
F -9.9883 -3.5970 -1.1361
C -4.0342 -0.5568 0.0430
C -2.6327 0.0401 0.3666
C -2.2201 1.1602 -0.5929
C -2.7002 0.6285 1.7811
N -1.5572 -0.9846 0.3115
O -0.4183 -0.5947 0.7211
H -0.8457 -4.2275 -0.1124
H -0.0190 -2.7469 -0.6266
H 0.0534 -3.2536 1.0600
H -3.3239 -2.3572 2.1171
H -1.6229 -2.2203 2.5850
H -2.2957 -3.7803 2.0829
H -2.3032 -2.5984 -1.5766
H -3.1063 -3.8222 -0.6175
H -4.0030 -2.8144 -3.0932
H -5.9098 -1.8177 -2.6612
H -4.5327 -0.6951 1.0016
H -4.5951 0.2062 -0.4933
H -1.4557 1.7686 -0.1179
H -1.7941 0.7603 -1.5096
H -3.0762 1.7754 -0.8642
H -3.3884 1.4763 1.7667
H -1.7175 0.9912 2.0731
H -3.0621 -0.0888 2.5170
C 4.6935 0.2003 0.4927
C 5.0876 1.1610 -0.4301
C 4.1468 2.0037 -0.9997
C 2.8247 1.8652 -0.6181
C 2.4036 0.9124 0.2920
C 3.3567 0.0729 0.8472
N 1.8152 2.7577 -1.2190
O 2.1704 3.5043 -2.1087
O 0.6828 2.6884 -0.7834
H 5.4350 -0.4555 0.9303
H 6.1275 1.2547 -0.7084
H 4.4263 2.7547 -1.7234
H 1.3554 0.8140 0.5343
H 3.0488 -0.6865 1.5532
C 10.0586 5.4550 1.1033
C 10.1363 4.3130 1.8896
C 9.7109 3.0930 1.3892
C 9.2148 3.0506 0.0992
C 9.1270 4.1723 -0.7044
C 9.5549 5.3852 -0.1888
N 8.7563 1.7572 -0.4397
O 8.8092 0.7878 0.2903
O 8.3379 1.7367 -1.5817
H 10.3921 6.4048 1.5000
H 10.5280 4.3704 2.8959
H 9.7583 2.1912 1.9805
H 8.7315 4.0914 -1.7056
H 9.4935 6.2763 -0.7983
```

Output
Lowest unoccupied orbital energy (alpha / beta)   -0.67 / -0.67 eV
Spin multiplicity   2
Energy above the lowest of the compared OMol25 structures with the same formula, charge and spin   0.0 kcal per mole
DFT total energy   -94119.123 eV

=====

# 4
2 unconnected molecules or ions with the total composition C4H12, computed with ωB97M-V/def2-TZVPD.

```
16
Properties=species:S:1:pos:R:3
C 1.4236 -2.6461 0.0110
C 1.3119 -1.1970 0.4554
H 1.3605 -2.7898 -1.0615
H 2.1885 -3.2701 0.4721
H 0.4443 -3.0308 0.4906
H 1.9938 -1.0779 1.3214
H 0.4389 -0.6327 0.8001
H 1.6774 -0.7078 -0.4812
C -1.4360 2.5204 0.1885
C -1.2880 1.2743 -0.7276
H -2.3458 3.0653 -0.0476
H -1.3680 2.2520 1.2412
H -0.6355 3.2393 -0.0130
H -1.6299 1.5909 -1.7054
H -1.8816 0.4763 -0.2885
H -0.2539 0.9339 -0.6556
```

Output
Lowest unoccupied orbital energy (alpha / beta)   -3.62 / -11.19 eV
Spin multiplicity   2
Energy above the lowest of the compared OMol25 structures with the same formula, charge and spin   13.4 kcal per mole
DFT total energy   -4330.651 eV
Charge   +1

=====

# 5
A molecular structure, C51H130AsF8N11NiO15S2, computed with ωB97M-V/def2-TZVPD.

```
219
Properties=species:S:1:pos:R:3
Ni 2.8283 -1.2129 -2.5172
As 2.3683 1.9240 -4.6787
F 1.4054 2.8632 -3.5387
F 2.3581 3.2782 -5.8860
F 3.4747 0.9874 -5.7247
F 2.5048 0.4948 -3.5063
F 0.9560 1.1048 -5.5246
F 3.8481 2.6721 -3.8819
N 1.6640 -0.7567 -1.0235
S 0.4631 0.1865 -0.7989
O 0.9043 1.5349 -0.4784
O -0.8058 -0.3029 -0.2361
F 0.1925 0.3718 -2.3227
S 1.5459 -1.3342 0.5502
O 0.9140 -2.6138 0.6843
O 1.7164 -0.3931 1.6546
F 3.0542 -1.8498 0.5593
C -2.2459 -3.7971 -0.3081
C -3.7646 -3.6726 -0.4616
C -4.3957 -4.7750 0.4560
C -5.9325 -4.8329 0.5246
C -6.3422 -3.4595 1.0183
C -5.7821 -2.2118 0.1296
N -4.3736 -2.3547 -0.0636
O -3.8649 -1.4002 -0.9024
C -6.6081 -2.1924 -1.1636
C -6.0013 -0.9234 0.9248
C -4.0247 -3.9803 -1.9411
H -1.6903 -2.9361 -0.6798
H -1.8148 -4.6675 -0.8028
H -1.9616 -3.8721 0.7414
H -4.1556 -5.7528 0.0383
H -4.0193 -4.7116 1.4770
H -6.2190 -5.5440 1.2994
H -6.4375 -5.2107 -0.3644
H -6.1059 -3.2801 2.0672
H -7.4308 -3.4172 1.0521
H -6.1470 -1.5717 -1.9319
H -7.0022 -3.1439 -1.5206
H -7.5761 -1.7195 -0.9984
H -5.6159 -0.9223 1.9444
H -5.5050 -0.1179 0.3835
H -7.0597 -0.6938 1.0480
H -5.0612 -3.8401 -2.2478
H -3.8076 -5.0304 -2.1365
H -3.3739 -3.3393 -2.5357
H -3.4254 -0.7852 -0.3106
C -3.9725 2.7340 1.8055
C -3.3070 3.7479 0.8851
C -2.2813 3.0534 -0.0467
C -2.8392 2.3144 -1.2636
C -3.8020 3.1738 -2.1016
C -4.9317 3.8656 -1.2105
N -4.3666 4.3643 0.0707
O -5.2296 5.1746 0.7402
C -5.4007 5.0730 -2.0385
C -6.0918 2.8177 -1.0575
C -2.4858 4.7271 1.8164
H -4.6539 3.2381 2.4909
H -3.4124 2.0720 2.4658
H -4.5351 2.0602 1.1592
H -1.5048 3.7532 -0.3557
H -1.8102 2.2929 0.5761
H -3.4264 1.4147 -1.0798
H -2.0303 1.8854 -1.8550
H -4.3274 2.4758 -2.7534
H -3.2345 3.8216 -2.7697
H -5.7846 4.8915 -3.0424
H -6.0912 5.7476 -1.5325
H -4.5490 5.7281 -2.2215
H -5.6079 1.9253 -0.6606
H -6.6956 3.1778 -0.2246
H -6.6813 2.6254 -1.9539
H -3.0464 5.2187 2.6116
H -2.1346 5.4987 1.1312
H -1.5688 4.2395 2.1471
H -4.7461 6.0008 0.8129
C 6.4014 -0.4531 1.4595
O 7.5709 -0.6827 2.2711
H 5.4811 -0.7677 1.9517
H 6.2266 0.6042 1.2601
H 6.4489 -1.0074 0.5222
H 7.4455 -0.3283 3.1544
C 3.9616 0.1554 6.1824
C 4.6283 -0.8617 5.2423
C 3.6723 -1.7008 4.3241
O 2.6866 -2.2128 5.2471
C 1.3589 -2.2527 4.6518
N 5.6186 -0.1394 4.4416
H 4.5631 0.6136 6.9675
H 3.1210 -0.2712 6.7297
H 3.4586 0.9539 5.6370
H 5.1238 -1.5370 5.9398
H 4.1578 -2.4815 3.7385
H 3.1950 -1.0260 3.6135
H 0.6695 -2.7977 5.2966
H 1.3024 -2.8412 3.7360
H 1.0712 -1.2480 4.3422
H 5.1883 0.7025 4.0866
H 6.3197 0.1627 5.1029
C -0.0708 3.1595 4.5117
C -1.2617 2.2105 4.3257
C -0.9388 0.9789 3.4699
O -2.1267 0.2013 3.4433
C -1.8243 -1.0361 2.8165
N -1.7514 1.9498 5.6493
H -0.4322 4.1476 4.7965
H 0.4900 3.2171 3.5788
H 0.6753 2.7408 5.1871
H -2.0128 2.7538 3.7523
H -0.0908 0.4728 3.9315
H -0.7001 1.1993 2.4295
H -1.3896 -1.6854 3.5765
H -1.0986 -1.0498 2.0033
H -2.7607 -1.5110 2.5238
H -2.4237 2.6816 5.8295
H -2.3186 1.1175 5.5739
C 6.3915 -1.3963 -5.0497
C 5.4024 -1.3867 -3.8146
C 5.3509 -0.0554 -2.9976
O 4.5005 -0.2916 -1.8263
C 4.4383 0.8118 -0.8769
N 4.0744 -1.4889 -4.3677
H 6.0975 -0.7313 -5.8617
H 6.4540 -2.4308 -5.3873
H 7.3531 -1.0290 -4.6913
H 5.6342 -2.2907 -3.2515
H 4.9415 0.7771 -3.5698
H 6.3686 0.2422 -2.7453
H 5.3850 1.3414 -0.7701
H 3.9929 0.4886 0.0640
H 3.8144 1.6169 -1.2652
H 3.9401 -2.3495 -4.8790
H 3.9150 -0.8140 -5.1020
C -2.7305 -0.6129 -3.8616
C -2.5163 -1.1773 -5.2749
C -3.2978 -0.3035 -6.3052
O -3.0471 -0.6549 -7.6536
C -4.1001 -0.3235 -8.5496
N -1.1116 -1.1642 -5.6047
H -2.3762 -1.3261 -3.1173
H -3.7545 -0.3537 -3.5924
H -2.1374 0.3006 -3.8184
H -2.8455 -2.2163 -5.2614
H -2.9972 0.7320 -6.1459
H -4.3264 -0.3109 -5.9445
H -4.4268 0.7164 -8.5497
H -5.0215 -0.8593 -8.3213
H -3.7459 -0.4964 -9.5658
H -1.0827 -1.3775 -6.5915
H -0.6681 -0.2712 -5.4437
C 3.3447 2.3380 2.5897
C 4.1881 3.3410 3.3376
C 3.5300 4.1198 4.4861
O 2.5417 4.9648 3.9784
C 2.1708 5.9819 4.8673
N 5.2030 2.5208 3.8931
H 3.6778 1.9837 1.6141
H 2.4413 2.8785 2.3070
H 3.0451 1.4427 3.1345
H 4.6081 4.0538 2.6279
H 4.3090 4.7338 4.9380
H 3.2148 3.5258 5.3440
H 2.9739 6.7185 4.8457
H 1.8866 5.7757 5.8992
H 1.3118 6.5542 4.5170
H 5.6321 2.1331 3.0651
H 5.9246 3.1272 4.2559
C -0.1735 -4.1073 -3.7756
C 0.8217 -3.2391 -2.9433
C 1.9439 -4.0479 -2.2430
O 3.0619 -3.1876 -2.0363
C 4.1821 -3.8051 -1.4866
N 1.3849 -2.1508 -3.7462
H -0.8943 -3.6348 -4.4429
H -0.6794 -4.8117 -3.1153
H 0.4748 -4.6609 -4.4548
H 0.0959 -2.7617 -2.2851
H 2.2063 -4.8000 -2.9869
H 1.5691 -4.5497 -1.3509
H 4.9397 -3.0865 -1.1742
H 4.6214 -4.4111 -2.2790
H 4.1453 -4.5482 -0.6900
H 0.5968 -1.7809 -4.2583
H 1.8591 -2.6324 -4.4967
C 3.3909 7.0955 -0.5085
C 2.7182 6.7924 0.7989
C 1.6574 5.6452 0.7954
O 0.6037 5.8217 -0.1728
C 0.9205 5.2251 -1.4322
N 3.7234 6.5093 1.8089
H 3.8249 6.2376 -1.0220
H 4.2575 7.7436 -0.3774
H 2.7299 7.6123 -1.2043
H 2.1582 7.6918 1.0554
H 1.1323 5.7174 1.7478
H 2.1804 4.6889 0.8029
H 1.7866 5.6485 -1.9409
H -0.0238 5.3421 -1.9638
H 1.1238 4.1667 -1.2693
H 3.2417 6.1491 2.6203
H 4.3838 5.8150 1.4896
C -0.6364 -8.6880 1.2157
C -0.9637 -7.3113 0.7803
C -0.2795 -6.1937 1.6955
O -1.1758 -5.8560 2.6874
C -0.5900 -4.8018 3.4843
N -0.5968 -7.1400 -0.5767
H -0.4871 -8.8320 2.2858
H 0.3685 -8.9297 0.8693
H -1.3519 -9.4536 0.9159
H -2.0390 -7.1597 0.8748
H -0.0095 -5.3988 1.0003
H 0.6767 -6.5039 2.1168
H -1.1894 -4.4973 4.3423
H -0.4330 -3.9128 2.8735
H 0.3772 -5.1204 3.8730
H -0.6447 -6.1742 -0.8684
H 0.4030 -7.2635 -0.6485
```

Output
Lowest unoccupied orbital energy (alpha / beta)   -0.70 / -1.14 eV
Spin multiplicity   3
DFT total energy   -247384.130 eV

=====

# 6
2 unconnected molecules or ions with the total composition C2H10N2, computed with ωB97M-V/def2-TZVPD.

```
14
Properties=species:S:1:pos:R:3
C -0.4577 0.2680 2.3826
C 1.0670 0.1150 2.1430
N 1.8729 0.1156 3.4024
H -0.9763 -0.2635 1.6014
H -0.6847 1.3292 2.4039
H -0.5605 -0.2677 3.3187
H 1.5066 0.8271 1.4371
H 1.2180 -0.8686 1.6943
H 1.2923 0.3705 4.1893
H 2.1885 -0.8310 3.5434
N -1.9970 -0.3774 -7.0724
H -1.5702 -0.2200 -6.1628
H -2.2244 -1.3668 -7.1100
H -2.9411 -0.0006 -6.9620
```

Output
Structure (SMILES)   CCN.N
Lowest unoccupied orbital energy   1.20 eV
Energy above the lowest of the compared OMol25 structures with the same formula, charge and spin   9.7 kcal per mole
DFT total energy   -5215.930 eV